{"formula": "C30H46BrN3O10S3", "method": "ωB97M-V/def2-TZVPD", "elements": ["C", "C", "C", "C", "C", "C", "C", "C", "C", "C", "C", "N", "C", "C", "C", "C", "Br", "C", "O", "O", "S", "O", "O", "C", "S", "S", "C", "O", "O", "H", "H", "H", "H", "H", "H", "H", "H", "H", "H", "H", "H", "H", "H", "H", "H", "H", "H", "H", "H", "H", "H", "H", "H", "H", "H", "H", "H", "H", "H", "H", "H", "H", "H", "H", "H", "O", "N", "O", "C", "C", "C", "C", "C", "C", "H", "H", "H", "H", "H", "O", "N", "O", "C", "C", "C", "C", "C", "C", "H", "H", "H", "H", "H"], "positions_angstrom": [[0.65034, 2.69456, -1.90733], [1.67070, 1.45936, -1.50567], [2.32896, 1.59761, -0.00999], [2.30081, 0.16742, 0.84900], [1.10919, 0.34408, 1.96820], [0.48276, -1.11748, 2.49694], [-0.31858, -1.92236, 1.41179], [-1.93788, -1.98541, 1.24388], [-1.97104, -2.82180, -0.21653], [-3.03366, -4.01244, -0.40417], [-2.84515, -4.61231, -1.95435], [-1.49417, -5.24319, -2.19507], [-2.74610, -2.83121, 2.44196], [-2.15604, -2.56035, 3.97152], [-0.88000, -3.57451, 4.35957], [-0.19758, -2.91662, 5.71245], [-1.56581, -5.39839, 4.94800], [-4.35510, -2.90942, 2.31759], [-5.12037, -2.95014, 3.61574], [-5.11589, -2.02308, 1.50101], [-4.44410, -0.94557, 0.46254], [-4.56770, -1.26368, -1.08174], [-5.40207, 0.31873, 0.54534], [-2.65578, -0.49732, 0.97401], [-1.76245, 0.56296, -0.29684], [-2.91495, 0.61725, 2.42518], [-3.42481, 2.37850, 1.84212], [-1.72780, 0.96747, 3.32844], [-4.09724, 0.20101, 3.38371], [1.23484, 3.62154, -2.37220], [0.02284, 3.09023, -0.98485], [-0.13769, 2.37127, -2.73343], [1.08768, 0.45603, -1.68809], [2.57305, 1.49853, -2.27785], [3.47159, 1.89162, -0.09278], [1.68844, 2.40013, 0.58065], [2.11500, -0.69253, 0.07961], [3.34334, 0.00099, 1.39878], [0.28312, 1.11614, 1.67655], [1.64454, 0.79095, 2.93753], [0.03782, -0.89884, 3.54966], [1.48013, -1.73914, 2.73434], [0.04727, -3.06158, 1.44743], [0.09304, -1.55479, 0.34748], [-0.91958, -3.33138, -0.47151], [-2.12403, -2.09172, -1.14488], [-2.74766, -4.89189, 0.34491], [-4.17588, -3.73091, -0.33394], [-3.75016, -5.33899, -2.14049], [-2.96148, -3.66137, -2.66068], [-0.96714, -5.44302, -1.31755], [-1.60708, -6.08324, -2.80405], [-2.33256, -3.94316, 2.26216], [-2.92362, -2.87957, 4.83118], [-1.94003, -1.43880, 4.20869], [-0.14620, -3.76838, 3.48289], [-0.84069, -3.20952, 6.65383], [0.94037, -3.18869, 5.82683], [-0.26900, -1.72940, 5.62891], [-4.60183, -4.00584, 1.88739], [-4.90555, -2.14429, 4.16738], [-1.23885, 1.73752, 0.25176], [-3.80661, 2.37469, 0.72847], [-4.20604, 2.86967, 2.56952], [-2.47126, 3.09702, 1.84221], [-1.22369, -1.00968, -4.52504], [0.00386, -1.12445, -4.39218], [0.55516, -1.73100, -3.46255], [0.86263, -0.49464, -5.40229], [0.28248, 0.23321, -6.45035], [1.10528, 0.85041, -7.39453], [2.49279, 0.73698, -7.29410], [3.06754, 0.00274, -6.25527], [2.25505, -0.61656, -5.30343], [-0.79699, 0.33111, -6.54253], [0.66476, 1.42310, -8.20787], [3.13039, 1.22469, -8.02949], [4.14964, -0.08349, -6.18548], [2.71846, -1.18254, -4.49803], [4.80752, 4.88811, -2.60485], [4.05241, 4.78008, -1.62718], [2.96801, 4.18016, -1.64129], [4.46916, 5.41004, -0.36863], [5.67037, 6.13062, -0.31754], [6.04962, 6.74805, 0.87592], [5.23862, 6.64203, 2.00694], [4.04806, 5.91500, 1.95607], [3.65690, 5.29554, 0.76741], [6.31336, 6.22270, -1.19014], [6.97679, 7.31516, 0.92383], [5.53574, 7.12991, 2.93370], [3.42287, 5.83451, 2.84259], [2.72458, 4.73523, 0.74315]], "atomic_forces_ev_per_a": [[-0.311, 0.413, -0.663], [0.243, 0.619, -0.825], [0.174, -0.715, 0.046], [-0.503, 1.276, -0.115], [0.693, -0.809, 1.254], [2.228, 1.190, 0.868], [0.802, -0.692, -1.046], [0.487, -0.556, -0.644], [-0.255, -0.163, -1.557], [0.278, -1.097, -0.904], [-0.843, 1.236, 0.723], [-1.045, -0.214, 0.255], [1.984, -0.795, 0.394], [-0.639, -0.856, 1.080], [-0.020, 2.011, 0.714], [-0.128, 0.771, -0.377], [0.342, 1.100, -0.769], [-1.053, -3.841, 2.146], [2.161, 1.123, -1.711], [2.210, 1.508, -1.420], [-6.630, 5.457, -6.356], [1.853, -0.676, 5.880], [4.142, -4.295, 1.254], [1.035, -1.111, 0.733], [-0.299, -0.587, -0.683], [-2.316, 3.369, 7.858], [0.366, 1.612, -1.765], [-1.865, -1.742, -3.400], [3.582, 0.043, -4.048], [-1.562, -2.296, 1.182], [1.320, -0.805, -1.682], [1.627, 0.418, 1.754], [1.233, 1.786, 0.666], [-2.010, -0.217, 1.490], [-2.534, -0.156, 0.107], [1.652, -1.501, -1.089], [0.298, 1.439, 1.577], [-2.337, 0.252, -1.211], [1.612, -1.683, 0.381], [-1.235, -0.792, -2.078], [0.311, -0.617, -2.214], [-2.166, 1.166, -0.554], [-1.088, 2.413, -0.013], [-1.012, -0.745, 2.340], [-2.217, 1.329, 1.035], [0.241, -1.282, 2.152], [-0.862, 1.749, -1.476], [2.465, -0.406, 0.049], [1.817, 1.308, 0.275], [0.124, -2.090, 1.357], [-0.911, -0.130, -1.125], [0.379, 0.959, 1.109], [-1.316, 2.396, 0.213], [1.280, 0.704, -2.271], [-0.045, -2.124, -0.719], [-1.302, 0.376, 1.727], [1.491, 0.419, -1.926], [-2.412, 0.294, -0.109], [0.252, -2.557, 0.093], [0.598, 2.619, 1.020], [-0.153, -0.883, -1.176], [-0.937, -1.300, 0.514], [0.428, -0.226, 2.443], [1.472, -1.743, -1.285], [-1.808, -2.004, 0.239], [1.842, -0.178, 0.254], [-0.912, -0.579, 0.901], [-0.792, 0.875, -1.238], [0.588, 0.454, -0.693], [0.057, -0.022, 0.059], [0.164, -0.218, 0.315], [-0.074, -0.065, 0.093], [-0.422, 0.036, -0.022], [-0.055, 0.036, -0.014], [0.252, -0.144, 0.220], [0.046, -0.144, 0.201], [-0.135, -0.108, 0.154], [-0.244, -0.011, 0.034], [-0.330, 0.110, -0.121], [-1.177, -0.213, 1.454], [-0.098, -0.413, -1.172], [2.027, 1.063, 0.104], [0.275, 0.449, 0.847], [-0.063, -0.021, 0.024], [-0.346, -0.219, -0.040], [-0.047, -0.069, -0.108], [0.239, 0.031, -0.342], [0.033, 0.023, -0.037], [-0.318, -0.139, 0.107], [-0.197, -0.144, -0.066], [-0.060, -0.111, -0.195], [0.099, -0.019, -0.225], [0.278, 0.089, -0.214]], "mulliken_charge": [-0.873, 0.120, -0.023, -0.457, -0.649, 0.145, -1.799, 0.859, -0.964, -0.059, -0.564, -0.494, 0.496, -1.087, -0.083, -0.936, -0.167, -0.457, -0.639, -0.279, 1.416, -0.570, -0.687, 0.047, 0.199, 1.157, -0.850, -0.668, -0.691, 0.297, 0.175, 0.206, -0.075, 0.237, 0.219, -0.067, 0.301, 0.353, 0.043, 0.286, -0.350, 0.372, 0.541, 0.079, 0.366, 0.157, 0.151, 0.205, 0.341, 0.216, 0.196, 0.259, 0.275, 0.626, 0.234, 0.385, 0.369, 0.294, 0.235, 0.324, 0.405, 0.044, 0.289, 0.366, 0.296, -0.601, 1.086, -0.591, -0.134, -0.287, -0.485, -0.381, -0.601, -0.024, 0.440, 0.374, 0.372, 0.368, 0.440, -0.600, 0.923, -0.552, 0.056, -0.462, -0.430, -0.371, -0.582, 0.015, 0.435, 0.368, 0.374, 0.377, 0.378], "smiles": "CCCCCCC[C@@]1(CCCN)[C@@H](C[C@@H](C)Br)[C@@H](O)OS(=O)(=O)[C@@]1(S)S(C)(=O)=O.O=[N+]([O-])c1ccccc1.O=[N+]([O-])c1ccccc1"}

***

{"formula": "C11H27I2O4Si2", "method": "ωB97M-V/def2-TZVPD", "elements": ["C", "C", "C", "O", "Si", "C", "O", "Si", "I", "C", "C", "C", "C", "O", "C", "C", "C", "O", "H", "H", "H", "H", "H", "H", "H", "H", "H", "H", "H", "H", "H", "H", "H", "H", "H", "H", "H", "H", "H", "H", "H", "H", "H", "H", "H", "I"], "positions_angstrom": [[2.88722, 3.28438, -1.54082], [1.48728, 3.72447, -0.77283], [1.04769, 2.40422, 0.14205], [0.32581, 2.76623, 1.37644], [-1.05916, 1.71135, 1.61533], [-2.56597, 2.77284, 2.29562], [-0.82396, 0.42163, 2.78372], [-0.80427, -1.17815, 1.97446], [-0.87265, -2.82134, 3.89049], [-2.34078, -1.49756, 0.86265], [-2.01414, -2.02323, -0.65474], [-1.22048, -0.95366, -1.60963], [-2.17925, -0.08805, -2.62737], [-1.35084, 0.65138, -3.63127], [0.89713, -1.29213, 1.08337], [1.19377, -2.70597, 0.31075], [2.81831, -3.02185, 0.55366], [0.48028, -3.87597, 0.84392], [3.16689, 2.15577, -1.38466], [2.75535, 3.42209, -2.71921], [3.77155, 3.93185, -1.12436], [0.68441, 3.91201, -1.62879], [1.62467, 4.63651, -0.05186], [1.98563, 1.75402, 0.47272], [0.34522, 1.75058, -0.54823], [-1.55595, 1.15133, 0.33712], [-3.52767, 2.49439, 1.64853], [-2.36198, 3.92336, 2.23351], [-2.80202, 2.38857, 3.39331], [-2.96149, -2.37037, 1.39069], [-3.09890, -0.59093, 0.78776], [-3.07283, -2.20942, -1.17472], [-1.47942, -3.08951, -0.68951], [-0.53694, -0.18954, -1.04594], [-0.48694, -1.59721, -2.29728], [-2.80411, 0.71889, -2.03207], [-2.83895, -0.83704, -3.24758], [-1.72926, 1.57966, -3.77606], [1.12901, -0.38870, 0.34499], [1.72715, -1.20171, 1.93604], [1.01777, -2.60467, -0.84706], [3.00381, -3.25097, 1.71002], [3.37339, -2.01505, 0.33520], [3.19310, -3.92403, -0.12486], [0.22786, -4.42188, 0.01858], [5.34464, -3.40657, 1.18791]], "atomic_forces_ev_per_a": [[-0.083, 0.324, -0.436], [0.322, -1.561, 0.039], [0.382, -0.048, -0.726], [-1.551, -2.065, -1.345], [0.065, 1.102, 2.475], [-0.665, -0.390, 0.304], [-0.434, -0.372, -3.437], [0.761, 1.273, 0.730], [-0.027, 0.679, -0.627], [-1.791, -1.060, -0.617], [-0.895, -0.027, -0.809], [0.737, -0.152, -1.183], [0.048, -0.052, 0.178], [-1.333, 0.911, 1.011], [1.266, -0.412, -0.026], [2.366, 0.255, -0.415], [-2.740, 0.889, -0.281], [-0.843, 0.086, -2.520], [-0.687, 2.183, -0.144], [0.505, -0.098, 2.658], [-1.630, -1.281, -1.046], [1.518, -0.188, 2.197], [-0.294, -1.701, -1.582], [-1.826, 1.539, -0.890], [1.560, 1.099, 1.254], [0.498, 0.010, -0.019], [2.053, 0.711, 1.287], [-0.527, -2.201, 0.292], [0.528, 1.140, -2.200], [1.318, 1.866, -1.072], [1.680, -1.702, 0.219], [2.176, 0.357, 1.068], [-1.036, 2.602, 0.402], [-1.405, -1.644, -0.902], [-1.588, 1.540, 1.349], [0.974, -1.905, -1.089], [0.949, 1.506, 1.430], [0.671, -2.204, 0.532], [-0.672, -1.927, 1.517], [-1.772, -0.168, -1.659], [0.033, -0.054, 2.191], [-1.102, 0.430, -2.834], [-1.167, -2.147, 0.126], [-1.153, 2.227, 1.552], [0.676, 1.242, 2.174], [4.134, -0.612, 0.876]], "mulliken_charge": [-0.918, -0.355, 0.088, -0.482, 0.649, -1.057, -0.346, 0.272, -0.263, -0.609, -0.389, 0.314, -0.409, -0.548, -0.282, 0.421, -1.448, -0.536, 0.298, 0.248, 0.251, 0.215, 0.273, 0.239, -0.081, -0.071, 0.299, 0.263, 0.274, 0.360, 0.269, 0.432, 0.072, -0.513, 0.281, 0.265, 0.233, 0.319, -0.007, 0.396, -0.068, 0.349, 0.374, 0.327, 0.346, -0.744], "total_charge": -1}

***

Kohn-Sham gap / eV: 8.051 4.785
LUMO / hartree: -0.037 0.074